# 1
Here is an isolated molecule of C2H3ClO3 in a non-equilibrium geometry from OMol25. Energies are from ωB97M-V with the def2-TZVPD basis set.

The LUMO energy is 0.36 eV. As for the total energy: -763.87681 Eh. As for the structure (SMILES): O=C(Cl)C(O)O. The value obtained for the HOMO-LUMO gap is 10.038 eV.

CARTESIAN COORDINATES (ANGSTROEM)
O1 -2.1580 -0.5791 0.4278
C1 -0.9933 -0.6863 0.6772
Cl1 -0.2270 -2.2039 1.0328
C2 0.2201 0.5986 0.1594
O2 1.3960 -0.0182 0.0399
O3 -0.2427 1.2229 -0.9953
H1 0.2228 1.3504 1.0035
H2 1.4467 -0.5608 -0.7180
H3 0.3354 0.8764 -1.6272

# 2
Here is C2H3CuMgO2 as an isolated structure in a non-equilibrium geometry from OMol25. Energies are from ωB97M-V with the def2-TZVPD basis set.

The LUMO energy (spin up / spin down) is -1.82 / -1.83 eV. As for the total energy: -2068.79348 Eh. The value obtained for the HOMO-LUMO gap (spin up / spin down) is 3.608 / 3.594 eV.

CARTESIAN COORDINATES (ANGSTROEM)
O1 0.6030 -1.5117 2.1562
C1 0.2869 -1.3891 0.9212
C2 1.1402 -0.4685 0.1024
O2 0.3041 0.5153 -0.3979
H1 1.5760 -1.1040 -0.7022
H2 2.0070 -0.0995 0.6958
Cu1 0.8444 2.5127 -1.0859
Mg1 -1.6324 0.1863 1.0098
H3 -0.1854 -1.1992 2.9557

# 3
Here is C2H3ErO2 as an isolated structure in a non-equilibrium geometry from OMol25. Energies are from ωB97M-V with the def2-TZVPD basis set.

The LUMO energy (spin up / spin down) is -10.61 / -12.37 eV. As for the total energy: -1242.69031 Eh. As for the charge: +2. The multiplicity is 4. The value obtained for the HOMO-LUMO gap (spin up / spin down) is 9.709 / 5.697 eV. The expectation value of S² is 3.77.

CARTESIAN COORDINATES (ANGSTROEM)
O1 0.3574 -1.8818 0.4159
C1 0.4679 -1.2422 -0.5961
Er1 -0.9016 -1.1456 -2.6021
O2 -0.0494 0.1126 -0.5751
C2 0.0180 0.8923 0.6191
H1 -0.2418 1.9132 0.3244
H2 -0.6824 0.5364 1.3845
H3 1.0317 0.8151 1.0294

# 4
Here is C2H3F2I as an isolated structure in a non-equilibrium geometry from OMol25. Energies are from ωB97M-V with the def2-TZVPD basis set.

The LUMO energy (spin up / spin down) is -1.40 / -1.40 eV. As for the total energy: -575.38309 Eh. The value obtained for the HOMO-LUMO gap (spin up / spin down) is 7.846 / 7.848 eV.

CARTESIAN COORDINATES (ANGSTROEM)
C1 -0.7576 0.4398 -0.0424
C2 0.3261 -0.5533 -0.1447
F1 0.4133 -1.2629 -1.2740
F2 0.4508 -1.4165 0.9027
I1 2.6359 0.8579 0.3390
H1 -1.5363 -0.1686 0.3958
H2 -0.4717 1.2362 0.7813
H3 -1.0605 0.8674 -0.9577

# 5
Here is C2H3F2N as an isolated structure in a non-equilibrium geometry from OMol25. Energies are from ωB97M-V with the def2-TZVPD basis set.

The LUMO energy is -0.27 eV. As for the total energy: -332.41552 Eh. The value obtained for the HOMO-LUMO gap is 10.835 eV.

CARTESIAN COORDINATES (ANGSTROEM)
C1 0.5417 0.0252 0.1163
C2 -0.7340 -0.0511 -0.4188
N1 1.1081 -0.8036 0.8361
F1 -1.5532 1.1831 0.3896
F2 -1.5027 -1.1211 -0.1179
H1 0.9684 0.9925 -0.3640
H2 -0.9462 0.3484 -1.5078
H3 2.1179 -0.5734 1.0666

# 6
Here is a 2-piece molecular cluster, C2H3F2NOS overall in a non-equilibrium geometry from OMol25. Energies are from ωB97M-V with the def2-TZVPD basis set.

The LUMO energy is -0.22 eV. As for the total energy: -805.79610 Eh. The value obtained for the HOMO-LUMO gap is 8.864 eV.

CARTESIAN COORDINATES (ANGSTROEM)
C1 -0.3766 -0.0285 0.0291
C2 1.1369 -1.2539 -0.6798
N1 -1.4550 -0.5692 0.1213
O1 0.3226 0.9847 0.3914
F1 0.5747 -2.2747 -1.3291
F2 1.6381 -1.6704 0.4808
S1 -0.5100 2.2214 1.3115
H1 1.6763 -0.5711 -1.2151
H2 -2.2335 -0.0475 0.5424
H3 -0.7734 3.2093 0.3475

# 7
Here is an isolated molecule of C2H3F2NS in a non-equilibrium geometry from OMol25. Energies are from ωB97M-V with the def2-TZVPD basis set.

The LUMO energy is 0.17 eV. As for the total energy: -730.66729 Eh. As for the structure (SMILES): NC(=S)C(F)F. The value obtained for the HOMO-LUMO gap is 9.192 eV.

CARTESIAN COORDINATES (ANGSTROEM)
N1 0.1569 -1.2956 0.2003
C1 -0.6343 -0.1733 0.0554
S1 -2.1471 -0.0897 0.5244
C2 0.2986 1.0472 -0.2101
F1 -0.3996 2.0242 -0.7686
F2 0.9548 1.3470 0.9634
H1 -0.3526 -2.1438 0.5287
H2 1.0356 -1.4712 -0.3114
H3 1.0877 0.7551 -0.9819

# 8
Here is a 2-piece molecular cluster, C2H3F2P overall in a non-equilibrium geometry from OMol25. Energies are from ωB97M-V with the def2-TZVPD basis set.

The LUMO energy is -0.52 eV. As for the total energy: -618.95853 Eh. The value obtained for the HOMO-LUMO gap is 9.383 eV.

CARTESIAN COORDINATES (ANGSTROEM)
C1 0.6110 -0.0944 -0.6335
C2 -0.7150 -0.0276 -0.0658
F1 -0.8254 -0.9388 0.9295
F2 -1.9001 0.0273 -0.7230
P1 0.2930 1.4638 0.4674
H1 1.1449 -1.0262 -0.3872
H2 0.5106 0.1910 -1.7444
H3 0.8810 0.4048 2.1570

# 9
Here is C2H3F2PS as an isolated structure in a non-equilibrium geometry from OMol25. Energies are from ωB97M-V with the def2-TZVPD basis set.

The LUMO energy is -0.32 eV. As for the total energy: -1017.28617 Eh. The value obtained for the HOMO-LUMO gap is 9.360 eV.

CARTESIAN COORDINATES (ANGSTROEM)
C1 -0.3413 0.5574 0.1528
C2 -0.0914 -0.6876 -0.2171
F1 -3.0683 -1.9606 -0.2523
F2 -2.1529 -1.2580 1.7985
P1 -1.6581 -2.1783 0.5296
S1 -1.2948 -4.0746 0.9797
H1 0.5476 1.2193 0.0254
H2 -1.2504 1.0485 0.5321
H3 0.8221 -1.0907 -0.6238

# 10
Here is an isolated molecule of C2H3F3N2 in a non-equilibrium geometry from OMol25. Energies are from ωB97M-V with the def2-TZVPD basis set.

The LUMO energy is 0.37 eV. As for the total energy: -487.02653 Eh. As for the structure (SMILES): N/N=C/C(F)(F)F. The value obtained for the HOMO-LUMO gap is 10.046 eV.

CARTESIAN COORDINATES (ANGSTROEM)
N1 1.0038 -1.8177 0.5127
N2 -0.0960 -1.0196 0.4292
C1 0.2216 0.1895 -0.1374
C2 -0.9473 1.1731 -0.5323
F1 -2.0875 0.5969 -0.8714
F2 -0.4047 1.8442 -1.5200
F3 -1.2792 2.1756 0.3235
H1 0.4159 -2.4278 1.3516
H2 1.8763 -1.2492 0.7241
H3 1.2971 0.5351 -0.2799

# 11
Here is an isolated molecule of C2H3F3O in a non-equilibrium geometry from OMol25. Energies are from ωB97M-V with the def2-TZVPD basis set.

The LUMO energy (spin up / spin down) is 0.85 / -2.03 eV. As for the total energy: -452.53147 Eh. The multiplicity is 3. The value obtained for the HOMO-LUMO gap (spin up / spin down) is 7.826 / 10.100 eV. The expectation value of S² is 2.01.

CARTESIAN COORDINATES (ANGSTROEM)
C1 -0.2613 -0.5993 0.0551
C2 0.9325 0.3206 -0.0121
O1 -1.2604 0.4249 0.0034
F1 0.7937 1.0803 -1.1366
F2 0.9480 1.1365 1.0722
F3 -2.5578 -0.0213 -0.1315
H1 -0.4109 -1.0910 -0.8241
H2 -0.0554 -1.0310 0.9732
H3 1.8717 -0.2195 0.0005

# 12
Here is a 2-piece molecular cluster, C2H3F3O2 overall in a non-equilibrium geometry from OMol25. Energies are from ωB97M-V with the def2-TZVPD basis set.

The LUMO energy (spin up / spin down) is -3.20 / -3.89 eV. As for the total energy: -527.94486 Eh. The value obtained for the HOMO-LUMO gap (spin up / spin down) is 7.662 / 5.962 eV.

CARTESIAN COORDINATES (ANGSTROEM)
C1 -0.9088 -0.2137 -0.6721
C2 0.0981 -0.3544 0.4562
O1 0.4679 -1.6635 0.5033
O2 1.1722 0.4372 0.3201
F1 0.2304 2.4883 -1.0240
F2 -2.1667 -0.1273 -0.4247
F3 -0.5827 -0.0364 1.6357
H1 -0.6067 -0.1577 -1.7102
H2 1.3527 -1.7219 0.8969
H3 0.9436 1.3494 0.0189